Record 1
Computed, not measured: a 2-piece molecular cluster, CH5NO2Si overall at a distorted geometry, with ωB97M-V with the def2-TZVPD basis set.

```
10
CH5NO2Si (ωB97M-V with the def2-TZVPD basis set)
C 0.2515 -1.0288 -0.4885
N 2.8022 0.0487 0.0478
O 3.0746 1.1986 -0.1358
O 3.4133 -0.9182 0.2888
Si -0.1871 0.5480 0.3115
H 0.2748 -1.0201 -1.6342
H 0.7112 -1.7943 -0.0037
H 0.4370 0.7014 1.7524
H 0.2310 1.4073 -0.9267
H -1.7059 0.8077 0.2696
```

The highest occupied orbital energy comes out at -8.42 eV. The orbital gap is 5.9526 eV. The energy above the lowest of the compared OMol25 structures with the same formula, charge and spin is 5.527 eV. As for the LUMO energy: -2.47 eV. The net charge is 0.



Record 2
Computed, not measured: a 2-piece molecular cluster, C2H2ClN overall at a distorted geometry, with ωB97M-V with the def2-TZVPD basis set.

```
6
C2H2ClN (ωB97M-V with the def2-TZVPD basis set)
C -0.0543 1.2595 0.6534
C 0.1727 0.1276 0.2829
N 0.4632 -1.0594 -0.2327
Cl -0.8152 -2.0822 -0.0003
H -0.2861 2.1246 1.2073
H 0.5197 -0.3701 -1.9107
```

The highest occupied orbital energy (alpha / beta) comes out at -8.39 / -10.66 eV. The orbital gap (alpha / beta) is 9.0740 / 8.1182 eV. The energy above the lowest of the compared OMol25 structures with the same formula, charge and spin is 2.669 eV. As for the multiplicity: 3. As for the LUMO energy (alpha / beta): 0.68 / -2.54 eV. The net charge is 0.



Record 3
Computed, not measured: a 5-piece molecular cluster, C15H44F3INO19P5Si overall at a distorted geometry, with ωB97M-V with the def2-TZVPD basis set.

```
89
C15H44F3INO19P5Si (ωB97M-V with the def2-TZVPD basis set)
N -8.0265 3.9656 -0.0760
P -7.5943 2.4223 0.0494
O -8.9031 1.6231 0.8125
O -6.1533 2.2629 0.9816
Si -7.3345 1.5300 -1.9788
O -8.9552 1.2624 -2.5600
I -6.2710 3.2385 -3.3976
C -6.4815 -0.1723 -1.9784
C -4.9232 -0.1614 -1.6240
C -3.9737 0.1491 -2.8632
F -3.1055 -0.9433 -3.0706
F -4.6436 0.3220 -4.0625
F -3.1471 1.2198 -2.5217
H -8.0635 4.2302 -1.0686
H -8.5050 0.7830 1.1401
H -5.9878 3.1188 1.4353
H -9.2232 2.1134 -2.9650
H -6.6540 -0.7194 -2.9660
H -6.9849 -0.8318 -1.1908
H -4.6534 -1.2237 -1.3031
H -4.7024 0.4940 -0.7314
C -0.3758 -0.7459 -4.2503
O 1.0530 -0.8065 -4.2033
P 1.7087 -0.9022 -2.6138
O 3.0712 -0.4603 -3.1359
O 1.5555 -2.5394 -2.6612
C 2.1360 -3.2555 -3.7416
O 2.2801 -0.9918 -1.0048
C 3.3459 -1.8844 -0.7148
H -0.6902 -0.7012 -5.2937
H -0.8132 -1.6327 -3.7835
H -0.7275 0.1520 -3.7367
H 2.9479 -2.7021 -4.2168
H 1.3655 -3.4790 -4.4836
H 2.5303 -4.1960 -3.3552
H 4.1093 -1.8824 -1.4924
H 2.9572 -2.8963 -0.5794
H 3.8038 -1.5657 0.2228
C -4.1184 0.3575 3.9597
O -5.4096 -0.1482 3.6089
P -5.3861 -1.6535 2.7741
O -6.8078 -1.3935 2.2873
O -5.3894 -2.4579 4.2079
C -6.3946 -2.1571 5.1667
O -5.3233 -3.1408 1.9332
C -6.2732 -4.1398 2.2654
H -4.2463 1.3005 4.4919
H -3.5912 -0.3492 4.6078
H -3.5296 0.5394 3.0572
H -7.2819 -1.7134 4.7116
H -5.9884 -1.4716 5.9143
H -6.6805 -3.0845 5.6639
H -7.2670 -3.7236 2.4320
H -5.9456 -4.6845 3.1530
H -6.3230 -4.8421 1.4313
C 4.0570 2.3224 -2.1706
O 4.0609 3.6134 -1.5477
P 2.8255 3.8394 -0.3713
O 2.9559 5.3558 -0.4277
O 3.7909 3.1852 0.7906
C 5.0683 3.7568 1.0270
O 1.5024 3.8580 0.7136
C 1.6890 4.4492 1.9868
H 4.8796 2.2754 -2.8846
H 4.1880 1.5353 -1.4227
H 3.1173 2.1699 -2.7041
H 5.1255 4.7952 0.6956
H 5.8299 3.1677 0.5094
H 5.2670 3.7180 2.0990
H 2.2799 5.3641 1.9329
H 2.1688 3.7369 2.6616
H 0.7037 4.6922 2.3891
C 9.5289 -3.4818 -0.4135
O 8.5195 -2.4852 -0.5936
P 7.6682 -2.0624 0.8431
O 6.5181 -1.4484 0.0567
O 8.8251 -0.9502 1.2038
C 9.1271 0.0641 0.2554
O 6.9375 -1.8082 2.3684
C 6.6430 -0.4772 2.7573
H 10.0126 -3.6656 -1.3733
H 10.2808 -3.1425 0.3057
H 9.0773 -4.4131 -0.0623
H 8.3042 0.2393 -0.4402
H 10.0219 -0.2184 -0.3044
H 9.3328 0.9879 0.7972
H 6.2492 0.1156 1.9308
H 7.5383 -0.0005 3.1621
H 5.8907 -0.5198 3.5470
```

The highest occupied orbital energy comes out at -9.07 eV. The orbital gap is 5.8026 eV. As for the SMILES: N=P(O)(O)[Si@@](O)(I)CCC(F)(F)F.COP(=O)(OC)OC.COP(=O)(OC)OC.COP(=O)(OC)OC.COP(=O)(OC)OC. As for the LUMO energy: -3.26 eV. The net charge is 0.



Record 4
Computed, not measured: one molecule with the formula C4H5NOS at a distorted geometry, with ωB97M-V with the def2-TZVPD basis set.

```
12
C4H5NOS (ωB97M-V with the def2-TZVPD basis set)
C -0.4564 0.3399 0.0024
C 0.8821 -0.2888 -0.0627
C 1.1992 -1.5824 -0.2203
C -1.7381 -0.3126 0.2362
H 0.5073 3.1109 0.1819
H 1.6088 0.5861 -0.1399
H 2.1279 -2.0537 -0.2310
H 0.4524 -2.3776 -0.0293
H -1.5205 -1.3150 0.6344
N -0.5346 1.5592 -0.0436
O 0.6116 2.1938 -0.1319
S -3.1396 0.1404 -0.1960
```

The highest occupied orbital energy comes out at -8.65 eV. The orbital gap is 8.2375 eV. As for the SMILES: C=C/C(C=S)=N\O. The energy above the lowest of the compared OMol25 structures with the same formula, charge and spin is 4.151 eV. As for the LUMO energy: -0.41 eV. The net charge is 0.



Record 5
Computed, not measured: a 3-piece molecular cluster, C6H10O overall, with ωB97M-V with the def2-TZVPD basis set.

```
17
C6H10O (ωB97M-V with the def2-TZVPD basis set)
O 1.8742 -1.1403 1.3347
C 1.6362 -1.0280 0.0028
C 0.6804 -1.6322 -0.6938
C -1.8007 -0.5260 0.5214
C -2.1119 0.7458 0.3193
C 0.2954 2.3593 -0.5622
C 1.4460 2.0310 -0.6665
H 1.1300 -1.6053 1.7399
H 2.3514 -0.3580 -0.4574
H 0.0050 -2.3498 -0.2375
H 0.5247 -1.3854 -1.7374
H -1.3118 -0.8522 1.4368
H -2.0054 -1.2894 -0.2224
H -2.5685 1.0767 -0.6108
H -1.9033 1.5047 1.0683
H -0.7172 2.6744 -0.4710
H 2.4756 1.7747 -0.7642
```

The highest occupied orbital energy comes out at -8.87 eV. The orbital gap is 9.8218 eV. As for the SMILES: C=CO.C#C.C=C. The energy above the lowest of the compared OMol25 structures with the same formula, charge and spin is 4.009 eV. As for the LUMO energy: 0.95 eV. The net charge is 0.



Record 6
Computed, not measured: one molecule with the formula C27H26N2O5, with ωB97M-V with the def2-TZVPD basis set.

```
60
C27H26N2O5 (ωB97M-V with the def2-TZVPD basis set)
C -2.7603 5.0180 -3.1400
C -2.1486 4.7158 -2.1565
C -1.4254 4.2903 -0.9770
N -0.7552 3.0269 -1.2113
C 0.4625 2.7623 -0.7073
O 1.0928 3.5427 -0.0160
C 0.9954 1.4112 -1.0567
C 2.1491 0.9888 -0.5392
C 2.7362 -0.3460 -0.8667
C 2.5341 -1.3666 0.2232
C 3.0239 -2.6298 0.1745
N 2.6376 -3.3641 1.2859
C 2.9393 -4.6833 1.5567
O 2.5334 -5.2464 2.5460
C 3.8106 -5.3703 0.5311
H 3.3158 -5.3905 -0.4374
H 4.7650 -4.8573 0.4348
H 3.9859 -6.3903 0.8624
C 1.8676 -2.5196 2.0843
C 1.2486 -2.7707 3.2979
C 0.5498 -1.7345 3.8877
C 0.4797 -0.4806 3.2877
C 1.0960 -0.2272 2.0782
C 1.7935 -1.2578 1.4540
H 1.0409 0.7533 1.6340
H -0.0647 0.3117 3.7812
H 0.0559 -1.8998 4.8335
H 1.3145 -3.7397 3.7633
H 3.6320 -3.0691 -0.5911
C 2.1061 -0.8173 -2.1877
C 0.5874 -0.6587 -2.1141
O 0.1158 -1.4903 -1.1012
C -1.2754 -1.7621 -1.1338
C -2.1332 -0.5514 -0.8763
C -2.0163 0.1355 0.3240
C -2.7839 1.2604 0.5667
C -3.6938 1.7131 -0.3796
C -3.8057 1.0264 -1.5832
C -3.0305 -0.0903 -1.8312
H -3.1257 -0.6095 -2.7744
H -4.5034 1.3769 -2.3301
C -4.5664 2.9253 -0.1469
O -4.2238 3.6900 0.9819
H -4.3867 3.1693 1.7758
H -4.4759 3.6052 -1.0003
H -5.6175 2.6002 -0.0888
H -2.6577 1.7919 1.4987
H -1.3100 -0.2122 1.0634
H -1.5381 -2.2101 -2.1042
H -1.4196 -2.5052 -0.3441
O 0.2117 0.6892 -1.9264
H 0.1192 -0.9312 -3.0781
H 2.4722 -0.2012 -3.0107
H 2.3374 -1.8620 -2.3862
H 3.8167 -0.2308 -1.0212
H 2.6797 1.6480 0.1283
H -1.2312 2.3162 -1.7448
H -0.6519 5.0206 -0.7148
H -2.1253 4.2120 -0.1342
H -3.2893 5.3162 -3.9954
```

The highest occupied orbital energy comes out at -8.12 eV. The orbital gap is 8.6788 eV. As for the SMILES: C#CCNC(=O)C1=C[C@@H](c2cn(C(C)=O)c3ccccc23)C[C@@H](OCc2ccc(CO)cc2)O1. The energy above the lowest of the compared OMol25 structures with the same formula, charge and spin is 3.718 eV. As for the LUMO energy: 0.55 eV. The net charge is 0.



Record 7
Computed, not measured: C17H34OP2Pb as an isolated structure at a distorted geometry, with ωB97M-V with the def2-TZVPD basis set.

```
55
C17H34OP2Pb (ωB97M-V with the def2-TZVPD basis set)
P -0.0018 -1.4193 -6.3015
P 0.0884 1.7632 -6.1849
C -0.2954 -0.4746 -7.8826
C 0.3144 0.9352 -7.8418
H -1.3857 -0.4141 -8.0239
H 0.1209 -1.0654 -8.7146
H 1.3988 0.8890 -8.0312
H -0.1313 1.5890 -8.6092
C -1.5651 2.5161 -6.4760
H -1.7809 3.2186 -5.6638
H -2.3397 1.7411 -6.4815
H -1.5765 3.0508 -7.4343
C 1.1767 3.2139 -6.4475
H 0.8900 3.7759 -7.3468
H 2.2138 2.8717 -6.5479
H 1.1064 3.8656 -5.5696
C -1.0497 -2.8848 -6.6092
H -0.9088 -3.5865 -5.7796
H -0.7951 -3.3760 -7.5577
H -2.1001 -2.5701 -6.6288
C 1.6686 -2.0821 -6.7094
H 2.4164 -1.2825 -6.6813
H 1.6697 -2.5415 -7.7065
H 1.9417 -2.8371 -5.9654
Pb -1.3199 -0.4572 1.7369
C 0.6393 1.6883 -2.3340
C -0.6740 1.6228 -2.6031
C -1.4346 0.7102 -3.5159
C -1.8662 -0.6469 -2.9405
C -0.7439 -1.5576 -2.5520
C 0.5704 -1.4614 -2.7825
C 1.3250 -0.4450 -3.5782
C 1.7617 0.8475 -2.8511
C 0.2268 -1.8674 2.3397
H 0.9780 2.5150 -1.7046
H -1.3153 2.3732 -2.1176
H -0.8771 0.5196 -4.4430
H -2.3507 1.2453 -3.8197
H -2.5239 -0.4871 -2.0663
H -2.4947 -1.1510 -3.6996
H -1.0782 -2.4292 -1.9698
H 1.2219 -2.2047 -2.3035
H 0.7479 -0.1522 -4.4650
H 2.2376 -0.9346 -3.9576
H 2.4564 0.6005 -2.0288
H 2.3374 1.4496 -3.5776
H 1.0787 -1.3865 2.8254
H 0.5440 -2.3230 1.3964
H -0.2088 -2.6411 2.9954
C -0.6832 2.4073 3.0930
C 0.0382 1.3340 2.3443
O 1.1659 1.2737 1.9110
H -1.3507 2.9124 2.3677
H 0.0082 3.1306 3.5473
H -1.3113 1.9584 3.8804
```

The highest occupied orbital energy comes out at -7.08 eV. The orbital gap is 6.5743 eV. As for the LUMO energy: -0.50 eV. The net charge is 0.



Record 8
Computed, not measured: C42H63ClN2O5P2ReSi as an isolated structure at a distorted geometry, with ωB97M-V with the def2-TZVPD basis set.

```
117
C42H63ClN2O5P2ReSi (ωB97M-V with the def2-TZVPD basis set)
Re 1.0559 0.4916 0.0641
C 3.2356 -0.0535 3.2491
Si 1.5289 0.2522 2.6295
C 0.3422 -1.0575 3.2084
C -0.0643 -1.1218 4.5453
C -0.9466 -2.1043 4.9674
C -1.4342 -3.0420 4.0649
C -1.0391 -2.9990 2.7367
C -0.1574 -2.0024 2.3196
P 0.4395 -1.8002 0.6410
C 2.1294 -2.5190 0.6267
C 2.4198 -3.9618 1.1102
C 2.9335 -4.8366 -0.0315
C 4.2053 -4.2501 -0.6629
C 4.1537 -2.7098 -0.8065
C 2.7117 -2.2426 -0.7478
C -0.6159 -2.7056 -0.5406
C -2.0325 -2.1251 -0.5499
C -2.8703 -2.7128 -1.6870
C -2.7028 -4.2415 -1.8153
C -2.0374 -4.8334 -0.5798
C -0.6309 -4.2594 -0.4097
C 0.8537 1.9213 3.1017
C 1.2876 2.3521 4.3594
C 0.7927 3.5174 4.9310
C -0.1341 4.2813 4.2430
C -0.5592 3.8838 2.9830
C -0.0758 2.7137 2.4045
P -0.6270 2.2537 0.7415
C -0.3987 3.7155 -0.3452
C -0.0157 3.2730 -1.7816
C -0.4331 4.3075 -2.8352
C -0.2007 5.7170 -2.3007
C -1.0845 5.9959 -1.0682
C -1.5744 4.7049 -0.4002
C -2.4000 1.8866 0.8415
C -2.7028 0.8048 1.8819
C -4.2088 0.5788 1.9832
C -4.8123 0.2035 0.6337
C -4.4827 1.2433 -0.4341
C -2.9823 1.5175 -0.5331
H 3.1710 -0.5240 4.2342
H 3.7952 -0.7225 2.5953
H 3.8080 0.8714 3.3286
H 0.2916 -0.3952 5.2681
H -1.2605 -2.1375 6.0023
H -2.1237 -3.8070 4.3963
H -1.4311 -3.7305 2.0441
H 2.6572 -1.8314 1.2910
H 3.1981 -3.8948 1.8744
H 1.5606 -4.4031 1.6141
H 3.1337 -5.8431 0.3350
H 2.1552 -4.9481 -0.7902
H 5.0728 -4.5155 -0.0586
H 4.3653 -4.7014 -1.6421
H 4.6942 -2.2189 0.0093
H 4.6337 -2.3888 -1.7339
H 3.4589 -0.2812 -1.1908
H 2.1294 -2.7561 -1.5212
H -0.1606 -2.4482 -1.5051
H -2.5082 -2.3087 0.4172
H -1.9838 -1.0425 -0.6518
H -3.9173 -2.4574 -1.5151
H -2.5938 -2.2224 -2.6254
H -3.6685 -4.7117 -1.9943
H -2.0865 -4.4820 -2.6866
H -2.6460 -4.6368 0.3084
H -1.9668 -5.9184 -0.6619
H -0.1917 -4.5977 0.5268
H 0.0002 -4.6727 -1.1998
H 2.0265 1.7780 4.9081
H 1.1399 3.8290 5.9071
H -0.5204 5.1924 4.6800
H -1.2729 4.5054 2.4584
H 0.4441 4.2372 0.1176
H 1.0621 3.1136 -1.8335
H -0.4884 2.3055 -2.0092
H 0.1419 4.1419 -3.7480
H -1.4844 4.1830 -3.1095
H 0.8563 5.8240 -2.0415
H -0.3966 6.4546 -3.0774
H -0.5253 6.5792 -0.3338
H -1.9505 6.5978 -1.3454
H -1.9809 4.9351 0.5844
H -2.3970 4.2752 -0.9729
H -2.8653 2.8282 1.1632
H -2.2145 -0.1302 1.5803
H -2.2844 1.0739 2.8548
H -4.4175 -0.1898 2.7290
H -4.6813 1.4978 2.3470
H -4.4311 -0.7771 0.3216
H -5.8938 0.0966 0.7225
H -4.8605 0.9308 -1.4092
H -4.9932 2.1823 -0.1945
H -2.4687 0.6295 -0.9119
H -2.7976 2.3078 -1.2616
N 2.5844 -0.7695 -1.0084
C 1.4480 -0.3192 -1.6937
N 1.1722 -0.5452 -2.9287
C 2.1442 -1.0930 -3.9100
C 2.4119 -0.0201 -4.9539
O 1.2009 0.3845 -5.5589
C 0.3206 0.9680 -4.6231
C -0.0675 -0.0524 -3.5669
H 1.6684 -1.9611 -4.3687
H 3.0464 -1.4020 -3.3883
H 3.0498 -0.4234 -5.7378
H 2.9166 0.8378 -4.4924
H -0.5653 1.2940 -5.1654
H 0.7886 1.8417 -4.1522
H -0.5462 -0.9150 -4.0339
H -0.7200 0.3542 -2.7950
O 4.2718 3.4461 0.2063
Cl 3.6744 2.2364 -0.2150
O 3.6117 2.0690 -1.6424
O 4.2457 1.0851 0.4214
O 2.1445 2.2718 0.2751
```

The highest occupied orbital energy (alpha / beta) comes out at -14.31 / -14.11 eV. The orbital gap (alpha / beta) is 6.9659 / 7.0392 eV. The energy above the lowest of the compared OMol25 structures with the same formula, charge and spin is 0.515 eV. As for the multiplicity: 2. As for the LUMO energy (alpha / beta): -7.34 / -7.08 eV. The net charge is +2.



- Which formula does entry 6 have?
  C27H26N2O5



- What is the formula in the first record?
  CH5NO2Si



- Number 5 is which compound?
  C6H10O



Repeat the fourth record exactly.
Computed, not measured: one molecule with the formula C4H5NOS at a distorted geometry, with ωB97M-V with the def2-TZVPD basis set.

```
12
C4H5NOS (ωB97M-V with the def2-TZVPD basis set)
C -0.4564 0.3399 0.0024
C 0.8821 -0.2888 -0.0627
C 1.1992 -1.5824 -0.2203
C -1.7381 -0.3126 0.2362
H 0.5073 3.1109 0.1819
H 1.6088 0.5861 -0.1399
H 2.1279 -2.0537 -0.2310
H 0.4524 -2.3776 -0.0293
H -1.5205 -1.3150 0.6344
N -0.5346 1.5592 -0.0436
O 0.6116 2.1938 -0.1319
S -3.1396 0.1404 -0.1960
```

The highest occupied orbital energy comes out at -8.65 eV. The orbital gap is 8.2375 eV. As for the SMILES: C=C/C(C=S)=N\O. The energy above the lowest of the compared OMol25 structures with the same formula, charge and spin is 4.151 eV. As for the LUMO energy: -0.41 eV. The net charge is 0.